[1]
A structure of composition C36H32BrP2Sc, computed with wB97M-V/def2-TZVPD.

## Properties
LUMO energy, eV: -7.21
M, g/mol: 651.46
E_HOMO, eV: -14.34
Electronic energy, eV: -147158.347

```
! wB97M-V def2-TZVPD RIJCOSX def2/J DEFGRID3
* xyz 2 1
C 0.72 -1.22 -1.80
C -0.34 -1.63 -0.98
C -1.63 -1.77 -1.52
C -1.85 -1.49 -2.86
C -0.80 -1.06 -3.67
C 0.49 -0.92 -3.14
P -0.11 -1.82 0.83
C -1.38 -3.06 1.27
C -2.49 -2.69 2.03
C -3.48 -3.64 2.32
C -3.34 -4.95 1.82
C -2.22 -5.31 1.06
C -1.22 -4.37 0.81
Sc 0.45 0.09 2.32
P 0.09 1.82 0.54
C -1.33 1.95 -0.60
C -1.17 2.31 -1.94
C -2.28 2.32 -2.80
C -3.54 1.94 -2.33
C -3.70 1.57 -0.99
C -2.61 1.60 -0.12
C -0.06 3.23 1.73
C 0.74 3.22 2.89
C 0.51 4.15 3.91
C -0.51 5.10 3.76
C -1.32 5.11 2.62
C -1.07 4.19 1.59
C 1.69 2.19 -0.29
C 2.77 1.30 -0.12
C 4.00 1.60 -0.71
C 4.17 2.78 -1.43
C 3.10 3.67 -1.58
C 1.86 3.38 -1.00
C 1.51 -2.72 0.90
C 1.95 -3.50 -0.17
C 3.21 -4.11 -0.13
C 4.00 -3.96 1.01
C 3.55 -3.20 2.09
C 2.30 -2.58 2.05
H 1.55 2.49 3.01
H 1.10 4.11 4.82
H -0.70 5.83 4.56
H -2.15 5.82 2.52
H -1.69 4.20 0.69
H -0.18 2.56 -2.33
H -2.14 2.62 -3.84
H -4.39 1.93 -3.02
H -4.67 1.24 -0.64
H -2.75 1.33 0.93
H 2.67 0.39 0.49
H 4.84 0.90 -0.58
H 5.13 3.01 -1.89
H 3.23 4.60 -2.12
H 1.04 4.09 -1.08
H 1.34 -3.62 -1.07
H 3.56 -4.68 -0.99
H 4.98 -4.44 1.06
H 4.17 -3.08 2.99
H 1.93 -2.02 2.94
H -2.57 -1.67 2.41
H -4.34 -3.36 2.93
H -4.11 -5.69 2.04
H -2.12 -6.32 0.67
H -0.32 -4.66 0.25
H -2.46 -2.07 -0.88
H -2.85 -1.57 -3.27
H -0.98 -0.83 -4.72
H 1.30 -0.55 -3.77
H 1.74 -1.12 -1.39
H 0.04 0.33 -5.97
H 0.73 0.22 -5.70
Br -1.62 0.48 3.60
*
```

***

[2]
The ion C3H9N2O with charge +1, computed with wB97M-V/def2-TZVPD.

## Properties
LUMO energy, eV: -4.55
M, g/mol: 89.12
SMILES: C/[NH+]=C\OCN
E_HOMO, eV: -15.17
Electronic energy, eV: -8276.249

```
! wB97M-V def2-TZVPD RIJCOSX def2/J DEFGRID3
* xyz 1 1
C -0.07 1.18 0.70
C -0.41 -1.15 1.53
C -0.09 -0.16 -1.44
N 0.20 0.14 1.51
N 0.77 0.40 -2.39
O -0.46 1.14 -0.50
H -0.30 2.15 1.18
H -0.01 -1.67 2.39
H -1.54 -1.11 1.61
H -0.24 -1.77 0.66
H -1.02 -0.57 -1.80
H 0.54 -0.85 -1.00
H 0.31 1.10 -2.87
H 1.49 0.74 -1.77
H 0.84 0.45 2.19
*
```

***

[3]
A cluster of 2 separate species, CH7NOS2 in total, computed with wB97M-V/def2-TZVPD.

## Properties
LUMO energy, eV: 0.23
M, g/mol: 113.21
SMILES: NCO.SS
E_HOMO, eV: -9.19
Electronic energy, eV: -26357.821

```
! wB97M-V def2-TZVPD RIJCOSX def2/J DEFGRID3
* xyz 0 1
S 2.05 0.45 0.02
S 1.88 -1.59 0.26
H 0.80 0.90 0.23
H 1.63 -1.59 1.58
N -2.17 -0.02 -1.10
C -2.17 0.73 0.14
O -3.37 1.40 0.35
H -2.83 0.35 -1.76
H -1.26 -0.21 -1.49
H -1.32 1.39 0.28
H -2.11 0.00 0.95
H -3.36 2.26 0.01
*
```

***

[4]
A structure of composition CH5ClO4Pt, computed with wB97M-V/def2-TZVPD.

## Properties
LUMO energy (alpha / beta), eV: -9.35 / -16.06
M, g/mol: 311.58
E_HOMO (alpha / beta), eV: -19.65 / -21.99
Electronic energy, eV: -25037.264

```
! wB97M-V def2-TZVPD RIJCOSX def2/J DEFGRID3
* xyz 2 5
Pt -0.34 -0.29 -0.13
C 0.19 -0.91 -1.95
H 1.28 -1.05 -1.88
H -0.29 -1.83 -2.31
H -0.05 -0.07 -2.62
H -1.86 0.10 -0.90
H -1.87 -0.74 -0.69
O -0.05 2.24 2.44
Cl 0.60 1.00 2.15
O 1.61 0.68 3.13
O -0.42 -0.10 2.02
O 1.20 0.97 0.73
*
```

***

[5]
A cluster of 11 separate species, C22H66O11 in total, computed with wB97M-V/def2-TZVPD.

## Properties
LUMO energy, eV: 0.27
M, g/mol: 506.76
SMILES: CCO.CCO.CCO.CCO.CCO.CCO.CCO.CCO.CCO.CCO.CCO
E_HOMO, eV: -8.95
Electronic energy, eV: -46403.277

```
! wB97M-V def2-TZVPD RIJCOSX def2/J DEFGRID3
* xyz 0 1
C 3.13 -0.20 3.30
C 2.48 1.21 3.56
O 3.44 2.27 3.40
H 3.39 -0.29 2.25
H 2.42 -0.98 3.59
H 4.04 -0.42 3.85
H 2.03 1.17 4.56
H 1.64 1.45 2.91
H 4.14 2.10 4.03
C -1.30 3.24 -3.67
C -1.24 2.51 -2.32
O -1.71 3.25 -1.28
H -0.98 2.58 -4.47
H -0.61 4.08 -3.71
H -2.30 3.59 -3.96
H -0.29 2.06 -2.04
H -1.89 1.65 -2.41
H -1.59 2.69 -0.50
C 0.68 4.21 1.18
C 1.72 3.34 0.54
O 3.06 3.62 1.05
H 0.70 4.21 2.27
H -0.30 3.81 0.93
H 0.73 5.25 0.86
H 1.64 3.41 -0.55
H 1.58 2.31 0.85
H 3.02 3.15 1.89
C 5.33 2.03 -1.15
C 4.58 0.69 -0.86
O 4.89 -0.29 -1.87
H 5.16 2.86 -0.47
H 5.09 2.46 -2.12
H 6.40 1.82 -1.19
H 3.50 0.83 -0.86
H 4.84 0.30 0.13
H 4.21 -0.97 -1.93
C -2.59 -0.49 -4.22
C -3.84 0.29 -4.80
O -3.86 0.17 -6.17
H -2.56 -1.52 -4.58
H -2.74 -0.67 -3.16
H -1.62 -0.01 -4.33
H -3.88 1.33 -4.46
H -4.75 -0.14 -4.38
H -4.42 0.89 -6.47
C -4.21 -2.55 -0.98
C -4.59 -1.08 -0.71
O -5.76 -0.76 -1.51
H -3.32 -2.82 -0.41
H -4.03 -2.64 -2.05
H -5.00 -3.26 -0.72
H -3.74 -0.42 -0.90
H -4.89 -1.02 0.34
H -6.12 0.03 -1.09
C 0.23 -0.61 0.46
C -1.15 -0.13 0.09
O -1.15 1.22 0.39
H 0.45 -0.54 1.53
H 0.97 -0.01 -0.06
H 0.43 -1.64 0.16
H -1.92 -0.54 0.73
H -1.46 -0.36 -0.93
H -1.14 1.37 1.34
C -2.01 -2.56 3.89
C -1.10 -2.16 5.08
O 0.25 -2.52 4.74
H -1.97 -3.64 3.73
H -1.72 -1.99 3.01
H -3.05 -2.32 4.13
H -1.42 -2.57 6.04
H -1.08 -1.08 5.23
H 0.78 -2.29 5.51
C -2.44 1.10 4.84
C -1.10 1.59 4.22
O -1.38 1.99 2.94
H -2.69 0.13 4.41
H -3.28 1.75 4.58
H -2.31 0.94 5.91
H -0.37 0.79 4.22
H -0.70 2.41 4.82
H -1.80 2.85 3.02
C -0.23 -2.70 -2.84
C 0.34 -3.11 -4.22
O 1.66 -2.65 -4.28
H -0.30 -1.62 -2.76
H 0.38 -3.05 -2.00
H -1.26 -3.04 -2.72
H -0.20 -2.60 -5.02
H 0.25 -4.19 -4.33
H 2.04 -2.95 -5.11
C 3.79 -2.73 0.22
C 3.04 -3.20 -1.01
O 3.09 -2.14 -1.99
H 4.84 -2.48 0.02
H 3.78 -3.46 1.03
H 3.30 -1.83 0.57
H 1.99 -3.34 -0.72
H 3.48 -4.13 -1.36
H 2.47 -2.36 -2.69
*
```

***

Q: Among the records above, which one has the highest M?
A: C36H32BrP2Sc

***

Q: Which formula does entry 3 have?
A: CH7NOS2

***

Q: Which of these has the highest electronic energy?
A: C3H9N2O

***

Please write out number 3 again, unchanged.
A cluster of 2 separate species, CH7NOS2 in total, computed with wB97M-V/def2-TZVPD.

## Properties
LUMO energy, eV: 0.23
M, g/mol: 113.21
SMILES: NCO.SS
E_HOMO, eV: -9.19
Electronic energy, eV: -26357.821

```
! wB97M-V def2-TZVPD RIJCOSX def2/J DEFGRID3
* xyz 0 1
S 2.05 0.45 0.02
S 1.88 -1.59 0.26
H 0.80 0.90 0.23
H 1.63 -1.59 1.58
N -2.17 -0.02 -1.10
C -2.17 0.73 0.14
O -3.37 1.40 0.35
H -2.83 0.35 -1.76
H -1.26 -0.21 -1.49
H -1.32 1.39 0.28
H -2.11 0.00 0.95
H -3.36 2.26 0.01
*
```